Here is a structure of composition C5H8O from OMol25. Energies are from ωB97M-V with the def2-TZVPD basis set.

The geometry in ORCA input format:
```
! wB97M-V def2-TZVPD RIJCOSX def2/J DEFGRID3
* xyz 0 1
C 0.9397 -0.5991 -0.5495
C 1.0574 0.4699 0.6008
C -0.4179 0.8899 0.5264
C -1.2598 -0.3858 0.4031
C -0.5238 -0.3165 -0.9393
H 1.0896 -1.6295 -0.2205
H 1.6148 -0.3884 -1.3888
H 1.3021 0.0591 1.6111
H 1.7372 1.3013 0.2677
H -0.7260 1.7813 1.0820
H -2.3007 -0.2030 0.3877
H -1.0069 -1.2669 1.0173
H -0.8923 -0.8026 -1.8840
O -0.6133 1.0903 -0.9140
*
```

Calculated values
Total energy   -7360.57681 eV
Energy above the lowest of the compared OMol25 structures with the same formula, charge and spin   38.71 kcal/mol
Orbital gap   10.792 eV

Here is a structure of composition C5H8O from OMol25. Energies are from ωB97M-V with the def2-TZVPD basis set.

The geometry in ORCA input format:
```
! wB97M-V def2-TZVPD RIJCOSX def2/J DEFGRID3
* xyz 0 1
C 0.4379 1.4070 0.6014
C -0.7242 0.4889 0.3229
C -0.7483 -0.5592 -0.7958
C 0.5857 -1.2397 -0.8527
O 0.6091 -1.5106 0.5246
C -0.7136 -0.9550 0.6616
H 1.3910 0.8837 0.4729
H 0.3951 1.7786 1.6312
H 0.4240 2.2648 -0.0810
H -1.7100 0.9378 0.4386
H -1.5566 -0.6216 -1.5151
H 1.5495 -0.1371 -1.1937
H 1.4826 -1.2343 -1.4920
H -1.4222 -1.5032 1.2772
*
```

Calculated values
Total energy   -7356.53870 eV
Energy above the lowest of the compared OMol25 structures with the same formula, charge and spin   131.83 kcal/mol
Orbital gap   9.155 eV

Here is the molecule C5H8O from OMol25. Energies are from ωB97M-V with the def2-TZVPD basis set.

The geometry in ORCA input format:
```
! wB97M-V def2-TZVPD RIJCOSX def2/J DEFGRID3
* xyz 0 1
C -1.8306 0.9262 -0.0497
C -1.2336 0.1636 -1.1963
C 0.0623 -0.0413 -1.1502
C 0.6836 -0.8455 -0.3155
C 1.9355 -0.7421 0.4621
O 1.7775 0.3022 1.4197
H -2.5168 1.6774 -0.4315
H -2.3831 0.2577 0.6327
H -1.0469 1.4109 0.5440
H -1.8548 -0.4412 -1.8456
H -0.0603 -1.5076 0.1239
H 2.8312 -0.6129 -0.1525
H 1.9996 -1.6632 1.0432
H 1.6364 1.1156 0.9159
*
```

Calculated values
SMILES   CC=C=CCO
Total energy   -7358.50333 eV
Energy above the lowest of the compared OMol25 structures with the same formula, charge and spin   86.52 kcal/mol
Orbital gap   9.548 eV

Here is the molecule C5H8O from OMol25. Energies are from ωB97M-V with the def2-TZVPD basis set.

The geometry in ORCA input format:
```
! wB97M-V def2-TZVPD RIJCOSX def2/J DEFGRID3
* xyz 0 1
C -0.4259 -1.5078 2.3365
C 0.0185 -0.6449 1.3161
C -0.5249 -0.4296 -0.0327
C -0.2382 0.4564 -1.0557
C 1.0354 1.1741 -1.0994
O -1.1128 0.4776 -2.1345
H 0.0790 -1.6937 3.1874
H -1.4152 -1.9407 2.1160
H 0.9835 -0.1021 1.4617
H -1.5959 -0.7251 0.0232
H 1.8548 0.5467 -1.4951
H 1.2089 1.2749 0.0348
H 0.9633 2.0100 -1.7971
H -0.8304 1.1041 -2.8612
*
```

Calculated values
SMILES   C=C/C=C(\C)O
Total energy   -7359.78765 eV
Energy above the lowest of the compared OMol25 structures with the same formula, charge and spin   56.90 kcal/mol
Orbital gap   8.528 eV

Here is the molecule C5H8O from OMol25. Energies are from ωB97M-V with the def2-TZVPD basis set.

The geometry in ORCA input format:
```
! wB97M-V def2-TZVPD RIJCOSX def2/J DEFGRID3
* xyz 0 1
C -0.1451 -1.9206 0.5684
C 0.5345 -1.0735 -0.1969
C 0.4264 0.4285 -0.1531
C -0.5052 0.9914 0.9194
C 0.0576 0.9762 -1.5249
O 0.1685 0.3720 -2.5627
H -0.8587 -1.5887 1.3189
H -0.0180 -2.9942 0.4618
H 1.2213 -1.4610 -0.9467
H 1.4352 0.8382 0.0325
H -1.5249 0.6094 0.8008
H -0.1533 0.7213 1.9194
H -0.5445 2.0849 0.8611
H -0.3202 2.0238 -1.5180
*
```

Calculated values
SMILES   C=C[C@H](C)C=O
Total energy   -7361.15357 eV
Energy above the lowest of the compared OMol25 structures with the same formula, charge and spin   25.41 kcal/mol
Orbital gap   10.593 eV

Here is the molecule C5H8O from OMol25. Energies are from ωB97M-V with the def2-TZVPD basis set.

The geometry in ORCA input format:
```
! wB97M-V def2-TZVPD RIJCOSX def2/J DEFGRID3
* xyz 0 1
C 1.7534 0.2529 -0.1687
C 0.2602 0.2689 0.5323
C -0.5233 -1.0964 0.4888
C -1.6889 -0.3967 -0.2152
O -2.7964 -0.7377 -0.5447
C -0.8978 0.9101 -0.3234
H 1.5938 -0.1350 -1.1627
H 2.2481 1.2522 -0.2302
H 2.4951 -0.3784 0.3742
H 0.8407 0.6961 1.3189
H -0.8022 -1.7238 1.3476
H 0.0020 -1.7174 -0.2435
H -1.4658 1.8220 -0.0881
H -0.5061 0.9953 -1.3415
*
```

Calculated values
SMILES   CC1CC(=O)C1
Total energy   -7360.17925 eV
Energy above the lowest of the compared OMol25 structures with the same formula, charge and spin   47.87 kcal/mol
Orbital gap   10.463 eV

Here is the molecule C5H8O from OMol25. Energies are from ωB97M-V with the def2-TZVPD basis set.

The geometry in ORCA input format:
```
! wB97M-V def2-TZVPD RIJCOSX def2/J DEFGRID3
* xyz 0 1
C -0.1409 0.8026 -0.8571
C -1.0583 0.7036 0.3782
C -0.2275 -0.2081 1.3007
O 1.3232 -0.0609 1.1292
C 0.6126 -1.0658 0.4728
C 0.5043 -0.5987 -0.9611
H -0.6618 1.0807 -1.7786
H 0.6210 1.5630 -0.6664
H -2.0112 0.2293 0.0764
H -1.3187 1.6654 0.8232
H 0.1382 -0.1578 2.3165
H 0.8137 -2.1079 0.7045
H -0.1059 -1.2860 -1.5463
H 1.5113 -0.5596 -1.3919
*
```

Calculated values
SMILES   C1C[C@@H]2O[C@@H]2C1
Total energy   -7359.80553 eV
Energy above the lowest of the compared OMol25 structures with the same formula, charge and spin   56.49 kcal/mol
Orbital gap   10.788 eV

Here is the molecule C5H8O from OMol25. Energies are from ωB97M-V with the def2-TZVPD basis set.

The geometry in ORCA input format:
```
! wB97M-V def2-TZVPD RIJCOSX def2/J DEFGRID3
* xyz 0 1
C 1.3192 -0.1229 -0.5676
C 0.8518 -0.5310 0.8311
C -0.5638 0.0246 0.8595
C -1.4412 -0.0488 -0.4801
C -0.5970 1.1089 -0.1699
O 0.6392 1.1045 -0.8406
H 1.0552 -0.9017 -1.3011
H 2.3900 0.0792 -0.6648
H 0.8642 -1.6060 1.0123
H 1.4959 -0.0624 1.5935
H -1.4132 -0.5020 1.2530
H -1.2019 -0.7618 -1.2494
H -2.5078 0.0964 -0.2791
H -0.9809 2.1152 -0.0551
*
```

Calculated values
SMILES   C1C[C@@H]2C[C@@H]2O1
Total energy   -7359.45395 eV
Energy above the lowest of the compared OMol25 structures with the same formula, charge and spin   64.60 kcal/mol
Orbital gap   10.084 eV